The following is a quantum chemistry calculation of a molecular structure, C32H51BaN4OP2S at a distorted geometry, from OMol25.

```
92
Properties=species:S:1:pos:R:3:forces:R:3
C -1.220029 2.264714 0.775760 -0.06 0.41 -0.08
C -2.496685 1.317253 -0.951833 0.37 -1.22 -0.72
C -1.991330 3.431426 0.766615 0.76 -0.31 0.67
C -3.408560 2.408134 -0.875457 -0.05 0.66 0.42
C -3.131430 3.481201 -0.043104 -0.22 -0.68 -0.62
H -1.697260 4.254370 1.420668 -0.28 -0.21 -0.15
H -4.276619 2.382900 -1.539880 0.30 0.15 0.30
H -3.778807 4.356728 -0.009654 0.09 -0.22 -0.08
N -1.425343 1.242365 -0.076419 -0.02 0.20 0.40
P 0.051791 0.465558 2.543692 -0.27 -0.40 -0.64
P -1.409669 -0.773832 -2.463555 0.97 0.21 1.82
C -0.073916 2.153508 1.822609 0.06 0.35 -0.49
H 0.882301 2.400756 1.328173 -0.32 -0.19 0.15
H -0.210585 2.893802 2.625942 -0.01 -0.11 -0.42
C -2.679536 0.305194 -1.959979 -0.65 0.20 0.59
H -3.659079 0.244252 -2.442969 0.32 0.42 -0.04
C -0.349423 0.047170 -3.793030 -0.37 -0.83 -0.34
C -2.102632 -2.482167 -2.869914 0.22 0.65 -0.56
C 1.787548 0.224289 3.291916 -0.70 0.41 0.35
C -1.384955 0.441691 3.757970 0.42 -0.07 0.22
C 1.049140 -0.606679 -3.755712 -0.05 0.15 -0.24
H 1.033796 -1.655952 -4.074253 0.00 0.26 0.02
H 1.704699 -0.047690 -4.437611 0.02 -0.20 0.04
H 1.508666 -0.560468 -2.758413 -0.22 0.01 -0.31
C -0.999543 -0.136115 -5.164611 0.47 0.37 -0.47
H -1.001566 -1.181140 -5.498525 -0.03 0.23 0.12
H -2.024297 0.256281 -5.187778 0.20 -0.09 0.08
H -0.411937 0.432179 -5.899336 -0.16 -0.08 -0.09
C -0.217780 1.548889 -3.480898 -0.13 -0.10 0.01
H 0.546496 1.987760 -4.140787 -0.13 -0.17 0.03
H -1.159932 2.084066 -3.656184 0.19 -0.19 0.16
H 0.100179 1.720727 -2.446742 -0.22 -0.02 -0.10
C -0.987465 -3.375394 -3.453132 -0.26 -0.12 -0.04
H -0.132172 -3.494060 -2.766779 -0.24 0.12 -0.15
H -1.410846 -4.376329 -3.627353 0.15 0.15 -0.01
H -0.612718 -3.007714 -4.416916 -0.12 -0.09 0.28
C -2.639219 -3.157137 -1.587827 -0.08 0.18 -0.16
H -1.838144 -3.438577 -0.883675 0.01 0.09 -0.17
H -3.367393 -2.535095 -1.051336 0.17 -0.02 -0.18
H -3.143933 -4.092737 -1.879139 0.14 0.21 0.11
C -3.250508 -2.327515 -3.866630 -0.26 -0.58 -0.17
H -2.937341 -1.850852 -4.801831 -0.06 -0.12 0.28
H -3.623275 -3.331391 -4.114641 -0.14 0.16 -0.08
H -4.080644 -1.753458 -3.438962 0.18 -0.09 -0.07
C -1.331114 -0.878777 4.549429 -0.21 0.17 0.19
H -2.225110 -0.928983 5.190769 0.23 -0.05 -0.13
H -1.349977 -1.755238 3.882822 0.15 0.30 0.27
H -0.452222 -0.932197 5.205743 -0.24 -0.03 -0.16
C -2.708554 0.483988 2.963577 0.04 0.05 -0.07
H -2.859381 1.457094 2.475821 0.04 -0.34 0.06
H -2.764489 -0.303562 2.198364 0.02 0.26 0.13
H -3.544751 0.334300 3.665838 0.27 0.02 -0.13
C -1.355839 1.633524 4.713831 -0.26 -0.02 0.41
H -2.206932 1.530566 5.403684 0.16 0.15 -0.10
H -0.443775 1.663941 5.317718 -0.29 0.05 -0.12
H -1.469110 2.590935 4.190623 -0.01 -0.25 0.12
C 2.880458 0.668562 2.301030 -0.02 0.01 0.01
H 2.801931 1.733153 2.042776 0.02 -0.26 0.08
H 3.858696 0.517071 2.784512 -0.25 0.03 -0.09
H 2.892718 0.094148 1.364542 -0.10 0.09 0.29
C 1.979198 -1.277675 3.592963 0.06 0.10 0.09
H 1.910540 -1.914090 2.695955 0.01 0.27 0.14
H 2.987471 -1.419931 4.009817 -0.19 -0.01 -0.07
H 1.258251 -1.658617 4.327110 0.19 0.12 -0.20
C 1.925591 1.050696 4.569456 0.69 -0.10 0.30
H 1.719957 2.114767 4.390145 -0.02 -0.27 0.07
H 1.291472 0.681932 5.385295 0.12 0.11 -0.27
H 2.967287 0.972917 4.916561 -0.17 0.10 0.06
Ba 0.206346 -1.357148 0.094321 -1.11 0.12 -0.28
C -2.168568 -2.873817 1.909408 -2.58 -1.44 0.38
O -3.116045 -3.472222 2.156115 2.44 1.51 -0.54
N 1.772829 0.580999 -0.732665 2.02 3.39 -1.23
C 2.371976 1.519594 -1.120646 -1.53 -3.21 1.33
C 3.279858 2.506165 -1.573722 0.64 1.09 -0.49
C 4.655674 2.266518 -1.414412 0.09 -0.12 0.01
C 2.841032 3.684605 -2.203683 -0.02 -0.03 -0.03
C 5.589535 3.179843 -1.905557 -0.28 -0.11 0.10
H 4.967510 1.348964 -0.907167 0.01 0.35 -0.23
C 3.778640 4.594877 -2.703511 -0.13 -0.27 0.20
H 1.764570 3.859176 -2.289935 0.42 0.03 -0.09
C 5.148024 4.340282 -2.552528 -0.11 -0.08 0.02
H 6.656615 2.972301 -1.779887 -0.44 0.15 -0.08
H 3.431369 5.499476 -3.211544 0.18 -0.36 0.24
H 5.878950 5.054191 -2.941656 -0.28 -0.26 0.13
N 1.797098 -4.641723 2.568030 -0.27 -0.24 -0.48
C 1.130431 -4.570751 1.387950 -0.05 0.05 0.65
N -0.178167 -4.962370 1.429090 0.44 -0.25 -0.13
S 1.862230 -3.900608 0.000733 -0.07 -0.98 0.55
H 1.411818 -5.110554 3.384616 0.13 0.14 -0.42
H 2.795182 -4.485664 2.552958 -0.20 0.11 -0.01
H -0.624781 -5.201575 0.549018 0.21 0.21 0.22
H -0.544484 -5.449998 2.247815 0.28 0.20 -0.41
```
Positions in Å, forces in eV/Å.

Its spin multiplicity is 1. The value obtained for the HOMO energy is -7.77 eV. As for the molar mass: 739.1 g/mol. Its net charge is +1. For the frontier orbital gap, the calculation gives 5.3 eV.

Mulliken atomic charge list, values in e, 4 entries:
1 C -0.498
2 C 0.187
3 C -0.921
4 C -1.037